The following is a DFT calculation (ωB97M-V/def2-TZVPD) of C65H78Cl3GeN8O2PRb as an isolated structure.

Structure (XYZ):
```
159
Properties=species:S:1:pos:R:3:forces:R:3:lowdin_spin:R:1
Rb 0.247 0.464 0.312 -0.435 -0.211 0.087 -0.001
C 3.952 4.041 -6.320 0.000 -0.012 0.013 0.012
C 3.623 3.032 -5.255 0.032 -0.041 0.008 0.069
C 3.856 1.673 -5.444 0.009 0.050 -0.024 -0.011
C 3.561 0.766 -4.448 -0.042 -0.029 0.051 0.075
C 2.989 1.154 -3.219 0.136 0.058 -0.106 0.028
N 2.622 0.200 -2.307 -0.194 0.034 0.151 0.466
C 3.503 -0.825 -2.109 0.178 0.000 -0.073 0.025
C 4.887 -0.566 -2.025 -0.022 0.040 -0.023 0.080
C 5.807 -1.561 -1.775 -0.005 -0.059 0.002 -0.011
C 5.399 -2.883 -1.628 0.019 0.060 -0.022 0.074
C 6.381 -3.989 -1.358 -0.002 -0.004 -0.010 0.013
C 4.039 -3.158 -1.712 0.008 -0.030 -0.008 -0.011
C 3.097 -2.167 -1.924 -0.061 0.037 0.018 0.069
N 1.744 -2.564 -2.030 0.060 -0.011 -0.110 0.007
C 1.279 -3.677 -2.659 -0.079 0.007 -0.025 0.005
C -0.070 -3.728 -2.432 0.038 -0.050 0.041 0.004
C -0.343 -2.590 -1.642 0.025 -0.029 -0.041 0.008
N 0.756 -1.903 -1.402 -0.003 0.078 0.037 0.002
C 2.767 2.540 -3.032 -0.075 -0.013 0.064 0.067
C 3.084 3.436 -4.041 -0.013 -0.007 0.013 -0.012
N 2.324 3.088 -1.810 0.071 0.035 -0.013 0.007
C 2.861 4.174 -1.189 -0.012 -0.001 0.031 0.005
C 2.085 4.438 -0.097 0.014 0.020 0.040 0.003
C 1.085 3.445 -0.133 -0.010 0.124 -0.101 0.008
N 1.235 2.638 -1.166 -0.062 0.101 -0.127 0.002
H 4.082 3.560 -7.288 -0.003 0.006 -0.006 0.000
H 4.878 4.569 -6.080 -0.002 0.008 -0.009 0.005
H 3.162 4.788 -6.410 -0.002 -0.001 -0.005 0.002
H 4.262 1.323 -6.386 -0.006 -0.011 0.003 -0.002
H 3.724 -0.291 -4.611 -0.011 0.002 -0.018 0.001
H 5.208 0.464 -2.101 0.009 -0.007 0.007 0.001
H 6.856 -1.307 -1.680 -0.005 0.002 0.019 -0.002
H 7.393 -3.597 -1.261 0.000 0.000 0.007 0.000
H 6.377 -4.724 -2.166 0.002 -0.006 0.006 0.004
H 6.132 -4.515 -0.434 0.005 0.000 0.005 0.004
H 3.692 -4.176 -1.581 0.010 0.017 -0.003 -0.002
H 1.928 -4.314 -3.235 0.052 0.031 0.015 0.000
H -0.761 -4.472 -2.783 -0.019 0.031 -0.027 0.000
H -1.290 -2.230 -1.268 -0.004 0.048 -0.031 0.000
H 2.873 4.485 -3.868 0.004 0.000 0.006 -0.002
H 3.768 4.634 -1.541 0.011 -0.041 -0.029 0.000
H 2.235 5.203 0.645 -0.021 -0.031 0.035 0.000
H 0.261 3.302 0.551 -0.002 0.025 0.085 0.000
C -1.315 2.661 6.105 -0.009 0.019 -0.133 0.000
C -0.217 2.339 5.081 -0.066 -0.053 0.130 0.000
C 1.101 2.045 5.793 -0.031 0.027 -0.039 0.000
C -0.176 3.486 4.105 -0.083 -0.040 -0.275 0.000
C 0.555 4.623 4.428 0.012 0.063 -0.075 0.000
C 0.481 5.775 3.664 0.032 -0.016 0.032 0.000
C -0.365 5.794 2.569 0.020 0.028 -0.112 0.000
C -1.084 4.667 2.193 -0.064 0.087 -0.042 0.000
C -2.046 4.727 1.020 0.078 0.122 -0.020 0.000
C -3.443 5.110 1.523 -0.035 -0.120 -0.033 0.000
C -1.602 5.699 -0.077 -0.004 -0.036 0.034 0.000
C -0.974 3.471 2.938 -0.256 0.249 0.003 0.000
N -1.590 2.329 2.396 0.528 -0.336 -0.008 0.000
C -2.807 1.963 2.719 0.066 -0.024 0.366 0.000
O -3.562 2.423 3.612 0.068 -0.037 -0.046 0.000
C -3.387 0.805 1.906 0.051 0.212 0.019 0.000
C -4.248 -0.081 2.545 0.032 -0.041 0.010 0.000
C -4.851 -1.082 1.802 0.011 0.037 0.001 0.000
C -4.632 -1.118 0.437 0.009 -0.040 0.047 0.000
C -3.769 -0.183 -0.133 -0.079 -0.040 0.069 0.000
N -3.127 0.736 0.595 0.162 -0.112 -0.135 0.000
C -3.703 -0.141 -1.648 -0.168 -0.033 -0.097 0.000
O -4.827 -0.019 -2.194 0.075 0.054 -0.003 0.000
N -2.520 -0.240 -2.207 0.130 -0.013 0.136 0.000
C -2.454 -0.157 -3.606 0.029 0.006 -0.171 0.000
C -2.775 -1.241 -4.453 -0.080 0.053 0.109 0.000
C -2.589 -1.118 -5.828 0.010 0.022 -0.022 0.000
C -2.094 0.043 -6.393 -0.009 -0.021 0.011 0.000
C -1.792 1.115 -5.566 -0.080 0.064 -0.033 0.000
C -1.973 1.041 -4.192 0.047 -0.085 0.088 0.000
C -1.712 2.242 -3.305 -0.016 -0.022 -0.042 0.000
C -0.806 3.291 -3.946 0.024 -0.056 0.037 0.000
C -3.028 2.906 -2.883 0.059 0.012 0.017 0.000
C -3.375 -2.528 -3.913 -0.014 0.031 -0.046 0.000
C -4.904 -2.514 -4.031 0.013 0.008 0.020 0.000
C -2.831 -3.773 -4.621 0.066 0.028 0.070 0.000
H -1.383 1.885 6.864 -0.031 -0.240 0.170 0.000
H -2.282 2.766 5.609 0.016 0.008 -0.012 0.000
H -1.075 3.603 6.609 -0.002 -0.012 0.005 0.000
H -0.507 1.451 4.519 -0.119 -0.143 -0.018 0.000
H 1.419 2.886 6.415 -0.003 -0.040 0.024 0.000
H 1.906 1.827 5.093 0.045 -0.004 -0.033 0.000
H 0.984 1.180 6.449 -0.023 -0.031 0.012 0.000
H 1.196 4.616 5.301 -0.025 -0.021 -0.004 0.000
H 1.069 6.647 3.924 -0.006 0.002 0.011 0.000
H -0.455 6.705 1.988 -0.004 0.004 -0.037 0.000
H -2.113 3.720 0.600 0.029 0.035 -0.039 0.000
H -3.400 6.076 2.036 -0.008 0.020 -0.019 0.000
H -3.816 4.365 2.227 -0.011 0.050 0.019 0.000
H -4.147 5.190 0.689 0.010 -0.015 0.000 0.000
H -1.774 6.737 0.222 0.017 0.025 0.003 0.000
H -2.172 5.526 -0.992 -0.020 0.014 0.029 0.000
H -0.541 5.587 -0.311 -0.042 0.012 -0.050 0.000
H -4.441 0.050 3.601 -0.015 0.048 0.010 0.000
H -5.515 -1.797 2.274 0.018 -0.013 0.009 0.000
H -5.138 -1.825 -0.206 -0.002 0.011 -0.011 0.000
H -2.838 -1.951 -6.476 -0.017 -0.003 0.013 0.000
H -1.957 0.118 -7.466 0.015 0.000 0.001 0.000
H -1.427 2.033 -6.011 0.027 -0.007 0.027 0.000
H -1.219 1.866 -2.404 -0.029 0.040 0.026 0.000
H -1.318 3.811 -4.762 0.019 0.011 -0.001 0.000
H 0.107 2.844 -4.344 0.047 0.013 -0.003 0.000
H -0.526 4.038 -3.201 0.018 0.020 0.031 0.000
H -3.567 3.255 -3.770 0.002 0.026 0.002 0.000
H -2.827 3.765 -2.237 -0.006 -0.021 -0.016 0.000
H -3.678 2.221 -2.347 -0.043 -0.042 -0.001 0.000
H -3.116 -2.579 -2.852 0.009 -0.009 0.006 0.000
H -5.190 -2.466 -5.087 -0.001 -0.025 0.004 0.000
H -5.313 -1.648 -3.515 -0.009 0.027 0.009 0.000
H -5.334 -3.426 -3.600 0.018 -0.003 -0.024 0.000
H -3.259 -3.871 -5.622 0.006 -0.016 0.001 0.000
H -3.104 -4.675 -4.065 -0.002 -0.010 -0.001 0.000
H -1.745 -3.736 -4.722 -0.014 -0.019 -0.008 0.000
Cl 5.156 3.999 2.206 -0.031 -0.041 -0.024 0.000
Ge 3.478 2.465 2.646 0.117 0.039 0.076 0.000
Cl 3.722 1.238 0.693 0.016 -0.177 -0.131 0.006
Cl 4.764 1.011 3.920 -0.043 0.044 0.003 0.001
C 2.397 -4.714 3.390 0.061 -0.048 -0.072 0.000
C 1.980 -3.748 2.257 0.012 0.076 -0.016 0.000
C 2.295 -4.406 0.905 -0.043 -0.021 0.001 0.000
C 2.817 -2.456 2.335 -0.058 0.022 -0.016 0.000
P 0.217 -3.096 2.161 -0.194 -0.066 0.180 0.000
C -0.170 -2.464 3.839 0.157 0.085 0.018 0.000
C 0.462 -2.821 5.031 0.021 0.001 0.015 0.000
C -0.041 -2.407 6.253 0.037 -0.019 0.074 0.000
C -1.181 -1.623 6.309 -0.038 0.169 0.000 0.000
C -1.779 -1.195 5.133 0.004 0.080 0.026 0.000
C -1.263 -1.600 3.911 0.003 0.107 0.014 0.000
C -1.041 -4.522 2.145 0.081 -0.091 -0.135 0.000
C -2.417 -3.851 2.015 0.034 0.028 -0.023 0.000
C -0.821 -5.376 0.887 0.021 -0.008 0.001 0.000
C -1.059 -5.429 3.375 -0.039 0.001 -0.011 0.000
H 2.956 -5.557 2.975 0.023 0.014 -0.002 0.000
H 1.559 -5.125 3.947 0.021 -0.060 -0.047 0.000
H 3.057 -4.215 4.102 -0.024 -0.004 0.017 0.000
H 3.379 -4.388 0.752 -0.015 -0.038 0.026 0.000
H 1.825 -3.873 0.075 0.046 0.029 0.040 0.000
H 1.968 -5.445 0.870 -0.045 -0.006 -0.010 0.000
H 3.882 -2.703 2.360 -0.001 -0.007 -0.003 0.000
H 2.593 -1.863 3.224 0.012 -0.010 0.011 0.000
H 2.649 -1.821 1.460 0.027 -0.014 -0.002 0.000
H 1.357 -3.422 5.021 -0.091 0.035 0.035 0.000
H 0.462 -2.701 7.167 0.003 0.010 -0.002 0.000
H -1.574 -1.306 7.266 -0.040 0.038 0.046 0.000
H -2.628 -0.523 5.159 0.000 0.027 -0.018 0.000
H -1.726 -1.235 3.002 0.008 -0.033 0.001 0.000
H -2.441 -3.115 1.208 -0.017 0.007 -0.003 0.000
H -2.714 -3.348 2.935 -0.017 -0.015 -0.041 0.000
H -3.167 -4.617 1.793 0.007 -0.010 0.020 0.000
H -0.529 -4.775 0.025 -0.042 -0.008 0.012 0.000
H -1.749 -5.896 0.632 0.012 -0.028 0.016 0.000
H -0.055 -6.137 1.049 0.048 0.032 -0.009 0.000
H -1.122 -4.853 4.300 -0.024 -0.035 -0.011 0.000
H -0.177 -6.069 3.419 -0.002 -0.002 0.006 0.000
H -1.936 -6.084 3.325 0.010 -0.008 -0.001 0.000
```
Forces are in eV/Å.

The value obtained for the lowest unoccupied orbital energy (spin up / spin down) is 3.156 / 1.917 eV. The spin multiplicity is 2. As for the charge: -2. The value obtained for the electronic energy is -6935.42516 hartree. The calculation puts the orbital gap (spin up / spin down) at 6.2 / 4.9 eV. The calculation puts the HOMO energy (spin up / spin down) at -3.0 / -3.0 eV.